Entry w
{"formula": "C37H33GeKO2P2", "method": "wB97M-V/def2-TZVPD", "spin_multiplicity": 1, "charge": 2, "lumo_energy_ev": -7.021, "gap_ha": 0.2488, "species": ["K", "O", "P", "C", "P", "O", "C", "C", "C", "C", "C", "C", "C", "C", "C", "C", "C", "C", "C", "C", "C", "C", "C", "C", "C", "C", "C", "C", "C", "C", "H", "H", "H", "H", "H", "H", "H", "H", "H", "H", "H", "H", "H", "H", "H", "H", "H", "H", "H", "H", "H", "H", "Ge", "C", "C", "C", "C", "C", "C", "C", "C", "C", "C", "C", "C", "H", "H", "H", "H", "H", "H", "H", "H", "H", "H", "H"], "coordinates": [[-0.2111, 0.2882, 2.4508], [-1.1142, -1.1436, 1.1091], [-0.6377, -2.0363, -0.0147], [1.0603, -1.6199, -0.5810], [2.0917, -0.5348, 0.4547], [1.3384, 0.6880, 0.9090], [2.7216, -1.5354, 1.8232], [2.2018, -1.4553, 3.1237], [2.7022, -2.2534, 4.1414], [3.7352, -3.1397, 3.8741], [4.2690, -3.2240, 2.5930], [3.7649, -2.4301, 1.5725], [3.5391, -0.1535, -0.5195], [4.5715, 0.5277, 0.1403], [5.7294, 0.8606, -0.5425], [5.8668, 0.5175, -1.8838], [4.8510, -0.1574, -2.5420], [3.6859, -0.4954, -1.8623], [-0.5989, -3.7675, 0.4278], [0.2543, -4.1789, 1.4634], [0.3073, -5.5125, 1.8320], [-0.4879, -6.4453, 1.1744], [-1.3485, -6.0439, 0.1649], [-1.4086, -4.7076, -0.2118], [-1.6623, -1.8843, -1.4712], [-2.8963, -1.2478, -1.3414], [-3.7563, -1.1805, -2.4336], [-3.3837, -1.7448, -3.6455], [-2.1558, -2.3877, -3.7746], [-1.2982, -2.4629, -2.6891], [0.9484, -1.0915, -1.5302], [1.6062, -2.5487, -0.7697], [1.4063, -0.7781, 3.3508], [2.2853, -2.1892, 5.1392], [4.1255, -3.7666, 4.6664], [5.0877, -3.9047, 2.3904], [4.1955, -2.4997, 0.5792], [4.4693, 0.7900, 1.1887], [6.5295, 1.3810, -0.0302], [6.7742, 0.7772, -2.4171], [4.9643, -0.4267, -3.5837], [2.9068, -1.0313, -2.3904], [0.8736, -3.4606, 1.9850], [0.9687, -5.8272, 2.6309], [-0.4371, -7.4901, 1.4547], [-1.9773, -6.7715, -0.3337], [-2.0922, -4.4036, -0.9948], [-3.1805, -0.8219, -0.3855], [-4.7248, -0.7030, -2.3302], [-4.0562, -1.6982, -4.4947], [-1.8761, -2.8389, -4.7178], [-0.3514, -2.9863, -2.7898], [-1.6653, 3.6253, 0.0357], [-1.2043, 5.0693, 1.0726], [0.1648, 5.3879, 1.0812], [0.5758, 6.5902, 1.6332], [-0.3661, 7.4513, 2.1831], [-1.7210, 7.1187, 2.2104], [-2.1487, 5.9316, 1.6545], [-3.2635, 3.2609, -0.7938], [-3.1796, 2.4491, -1.9367], [-4.2957, 2.3035, -2.7459], [-5.4810, 2.9442, -2.4057], [-5.5762, 3.7200, -1.2487], [-4.4708, 3.8869, -0.4408], [-0.4794, 2.8126, -0.4663], [0.8953, 4.7112, 0.6558], [1.6252, 6.8560, 1.6351], [-0.0429, 8.3989, 2.5976], [-2.4367, 7.7930, 2.6617], [-3.2002, 5.6792, 1.6749], [-2.2592, 1.9394, -2.1921], [-4.2396, 1.6926, -3.6394], [-6.3472, 2.8408, -3.0494], [-6.5131, 4.1952, -0.9883], [-4.5474, 4.4923, 0.4521]], "mulliken_charge": [1.23, -1.10, 1.94, -1.40, 1.15, -0.89, 0.70, -0.57, -0.80, -0.53, -0.80, -0.27, 0.26, -0.50, -0.75, -0.47, -0.79, -0.14, 0.22, 0.07, -0.79, -0.52, -0.78, -0.41, 0.16, -0.84, -0.71, -0.57, -0.82, 0.00, 0.77, 0.71, 0.28, 0.42, 0.44, 0.45, 0.48, 0.38, 0.42, 0.41, 0.43, 0.34, 0.16, 0.46, 0.40, 0.43, 0.36, 0.42, 0.57, 0.44, 0.45, 0.45, 0.77, 0.70, -0.32, -0.68, -0.40, -0.74, -0.23, 0.73, -0.27, -0.72, -0.47, -0.79, -0.20, -0.11, 0.34, 0.40, 0.41, 0.42, 0.27, 0.33, 0.48, 0.43, 0.42, 0.24]}

Entry x
{"formula": "C37H33GeKO2P2", "method": "wB97M-V/def2-TZVPD", "spin_multiplicity": 1, "charge": 2, "lumo_energy_ev": -7.311, "gap_ha": 0.2276, "species": ["K", "O", "P", "C", "P", "O", "C", "C", "C", "C", "C", "C", "C", "C", "C", "C", "C", "C", "C", "C", "C", "C", "C", "C", "C", "C", "C", "C", "C", "C", "H", "H", "H", "H", "H", "H", "H", "H", "H", "H", "H", "H", "H", "H", "H", "H", "H", "H", "H", "H", "H", "H", "Ge", "C", "C", "C", "C", "C", "C", "C", "C", "C", "C", "C", "C", "H", "H", "H", "H", "H", "H", "H", "H", "H", "H", "H"], "coordinates": [[-0.7992, 0.3531, 0.4882], [-0.2553, 1.3862, -1.3247], [0.8635, 0.7672, -2.1221], [0.5928, -1.0307, -2.3618], [0.7391, -2.1430, -0.9112], [-0.0915, -1.6597, 0.2541], [2.4763, -2.2941, -0.5260], [3.4391, -2.5033, -1.5170], [4.7652, -2.6923, -1.1650], [5.1351, -2.6800, 0.1755], [4.1827, -2.4753, 1.1641], [2.8515, -2.2836, 0.8162], [0.1770, -3.7200, -1.5498], [-1.1691, -3.8278, -1.9190], [-1.6569, -5.0181, -2.4301], [-0.8064, -6.1104, -2.5709], [0.5257, -6.0120, -2.2025], [1.0220, -4.8185, -1.6921], [2.4389, 0.9975, -1.3019], [3.6290, 0.9292, -2.0256], [4.8425, 1.1337, -1.3863], [4.8726, 1.4118, -0.0258], [3.6922, 1.4860, 0.7025], [2.4771, 1.2819, 0.0668], [1.0130, 1.4493, -3.7692], [0.7971, 0.7215, -4.9378], [0.8763, 1.3534, -6.1730], [1.1685, 2.7069, -6.2428], [1.3842, 3.4398, -5.0809], [1.3057, 2.8165, -3.8477], [1.2977, -1.3939, -3.1137], [-0.4189, -1.1363, -2.7590], [3.1578, -2.5329, -2.5647], [5.5102, -2.8581, -1.9327], [6.1709, -2.8400, 0.4490], [4.4748, -2.4767, 2.2065], [2.0976, -2.1384, 1.5796], [-1.8372, -2.9825, -1.7994], [-2.6955, -5.0980, -2.7233], [-1.1893, -7.0431, -2.9661], [1.1831, -6.8648, -2.3129], [2.0621, -4.7491, -1.4026], [3.6052, 0.7320, -3.0918], [5.7649, 1.0898, -1.9512], [5.8211, 1.5816, 0.4689], [3.7225, 1.7086, 1.7611], [1.5574, 1.3658, 0.6336], [0.5660, -0.3354, -4.9052], [0.7129, 0.7860, -7.0797], [1.2273, 3.1956, -7.2075], [1.6175, 4.4950, -5.1405], [1.4744, 3.3861, -2.9407], [-3.4736, 1.5699, 3.1852], [-3.2552, 0.6153, 4.7548], [-3.5917, -0.7446, 4.6630], [-3.7211, -1.4880, 5.8247], [-3.4951, -0.8856, 7.0560], [-3.1183, 0.4547, 7.1453], [-3.0014, 1.2147, 5.9995], [-3.9934, 3.3091, 2.8299], [-3.8582, 4.3617, 3.7504], [-4.4985, 5.5579, 3.4988], [-5.2750, 5.7030, 2.3490], [-5.3900, 4.6723, 1.4246], [-4.7402, 3.4705, 1.6521], [-3.7064, 0.6476, 1.9886], [-3.7563, -1.2155, 3.7021], [-3.9914, -2.5338, 5.7708], [-3.6128, -1.4659, 7.9627], [-2.9215, 0.8998, 8.1116], [-2.7157, 2.2551, 6.0712], [-3.2613, 4.2492, 4.6447], [-4.4001, 6.3806, 4.1945], [-5.7964, 6.6359, 2.1742], [-5.9786, 4.8081, 0.5275], [-4.8192, 2.6707, 0.9269]], "mulliken_charge": [1.25, -1.01, 1.23, -1.50, 1.46, -1.07, 0.69, -0.11, -0.92, -0.53, -0.70, -0.62, 0.58, -0.55, -0.74, -0.48, -0.77, -0.22, 0.42, -0.22, -0.84, -0.49, -0.79, 0.01, 0.30, -0.20, -0.81, -0.42, -0.76, -0.42, 0.45, 0.68, 0.42, 0.47, 0.44, 0.44, 0.42, 0.35, 0.40, 0.40, 0.42, 0.37, 0.49, 0.46, 0.45, 0.43, 0.17, 0.37, 0.41, 0.41, 0.40, 0.40, 0.66, 0.73, -0.31, -0.67, -0.40, -0.68, -0.29, 0.71, -0.27, -0.69, -0.39, -0.67, -0.30, -0.02, 0.30, 0.39, 0.41, 0.41, 0.27, 0.28, 0.41, 0.41, 0.40, 0.29]}

Energetically preferred structure: entry w | next structure: +23.0 kJ/mol

Entry w
{"formula": "C4H24N2O6", "method": "wB97M-V/def2-TZVPD", "spin_multiplicity": 1, "charge": 0, "lumo_energy_ev": -0.014, "gap_ha": 0.3226, "smiles": "CN(C)CCN.O.O.O.O.O.O", "species": ["C", "N", "C", "C", "C", "N", "H", "H", "H", "H", "H", "H", "H", "H", "H", "H", "H", "H", "O", "H", "H", "O", "H", "H", "O", "H", "H", "O", "H", "H", "O", "H", "H", "O", "H", "H"], "coordinates": [[0.3119, 0.8952, 1.2586], [0.2573, -0.5849, 0.9090], [0.3817, -1.2914, 2.1729], [1.2098, -0.9680, -0.1453], [0.5923, -1.7404, -1.3175], [-0.0896, -0.9412, -2.3201], [-0.5312, 1.0941, 1.9110], [1.2095, 1.0436, 1.8564], [0.3540, 1.4991, 0.3628], [-0.1924, -0.7433, 2.9372], [1.3320, -1.4077, 2.6987], [-0.1180, -2.2706, 2.1660], [1.7723, -0.1164, -0.5212], [1.9875, -1.6349, 0.2388], [1.4204, -2.2911, -1.8220], [0.0413, -2.5858, -0.8833], [-0.7323, -1.5278, -2.8354], [-0.5440, -0.1804, -1.8535], [-3.4314, 0.3181, 2.0821], [-2.5460, 0.4776, 1.7121], [-3.8343, -0.1397, 1.3304], [-3.7145, -1.4406, -1.0279], [-4.1664, -1.9558, -0.3591], [-4.1923, -1.2143, -1.8330], [0.6955, 2.0914, -1.7489], [0.7611, 1.2971, -2.2950], [-0.2399, 2.3235, -1.7700], [-2.1324, 1.0101, -1.4193], [-1.5302, 0.4826, -0.9085], [-2.9916, 0.5503, -1.4320], [3.0462, 3.3470, -1.2600], [2.2323, 3.5006, -1.7505], [2.8015, 2.6752, -0.6208], [3.2436, 0.4099, 2.3616], [3.9860, -0.0993, 2.6845], [3.3502, 0.1182, 1.4413]], "mulliken_charge": [-1.21, 0.42, -1.02, -0.64, -0.82, -0.46, 0.48, 0.48, 0.22, 0.37, 0.32, 0.34, 0.24, 0.43, 0.42, 0.29, 0.25, 0.05, -0.64, 0.36, 0.29, -0.62, 0.29, 0.32, -0.65, 0.30, 0.31, -0.58, 0.25, 0.24, -0.64, 0.35, 0.31, -0.61, 0.31, 0.27]}

Entry x
{"formula": "C4H24N2O6", "method": "wB97M-V/def2-TZVPD", "spin_multiplicity": 1, "charge": 0, "lumo_energy_ev": 0.423, "gap_ha": 0.3428, "smiles": "C[C@@H](N)CCN.O.O.O.O.O.O", "species": ["C", "C", "N", "C", "C", "N", "H", "H", "H", "H", "H", "H", "H", "H", "H", "H", "H", "H", "O", "H", "H", "O", "H", "H", "O", "H", "H", "O", "H", "H", "O", "H", "H", "O", "H", "H"], "coordinates": [[-1.5273, -0.1276, 1.3746], [-0.5155, -0.8767, 0.5032], [0.7186, -1.0221, 1.2685], [-1.1349, -2.2089, 0.0246], [-0.0683, -3.1744, -0.4614], [0.5451, -2.8207, -1.7610], [-2.5519, 0.0587, 1.0529], [-1.6973, -0.6013, 2.3531], [-1.0868, 0.8552, 1.4394], [-0.1643, -0.3562, -0.4142], [1.4780, -1.4539, 0.7570], [0.5641, -1.5464, 2.1242], [-1.9054, -1.8317, -0.6667], [-1.7875, -2.7694, 0.7202], [0.7691, -3.4507, 0.1683], [-0.4781, -4.1878, -0.7060], [0.6592, -1.8162, -1.8738], [0.2678, -3.2530, -2.6210], [3.1982, 0.6520, 2.5631], [2.3866, 0.2338, 2.2232], [2.7571, 1.3382, 3.0795], [0.4883, 3.1930, 1.6295], [-0.4553, 3.2612, 1.4163], [0.3858, 2.5827, 2.3716], [1.1761, 0.7929, -2.4172], [1.6326, 1.6289, -2.2175], [1.6314, 0.1844, -2.9952], [-2.0158, 0.6078, -2.0420], [-1.1189, 0.7705, -1.6875], [-1.7365, 0.8387, -2.9422], [-2.5700, 2.3371, 0.0677], [-1.9654, 1.5861, 0.0293], [-2.7511, 2.4377, -0.8813], [2.2667, 2.5282, -0.8100], [1.8702, 3.3833, -0.6560], [2.7352, 2.2266, -0.0132]], "mulliken_charge": [-1.92, 1.91, -0.50, -0.59, -0.84, -0.48, 0.40, 0.44, 0.22, -0.82, 0.31, 0.24, 0.32, 0.36, 0.32, 0.37, 0.16, 0.22, -0.66, 0.32, 0.33, -0.59, 0.33, 0.26, -0.58, 0.35, 0.25, -0.63, 0.16, 0.35, -0.66, 0.33, 0.36, -0.62, 0.29, 0.30]}

Energetically preferred structure: entry x | next structure: +61.6 kJ/mol

Entry w
{"formula": "C4H4N2O", "method": "wB97M-V/def2-TZVPD", "spin_multiplicity": 1, "charge": 0, "lumo_energy_ev": 0.212, "gap_ha": 0.3563, "smiles": "O=Cc1cnc[nH]1", "species": ["O", "C", "C", "C", "N", "C", "N", "H", "H", "H", "H"], "coordinates": [[2.5002, 1.2038, 0.5101], [1.9549, 0.5836, -0.3707], [0.6112, -0.0398, -0.1414], [-0.2837, -0.5768, -1.0084], [-1.5706, -0.7738, -0.6353], [-1.6924, -0.3308, 0.6055], [-0.6093, 0.1979, 1.1709], [2.4566, 0.4954, -1.3936], [0.0870, -0.8616, -1.9806], [-2.6796, -0.4290, 1.0965], [-0.7743, 0.5311, 2.1470]], "mulliken_charge": [-0.47, -0.11, 0.37, -0.08, -0.63, -0.05, -0.27, 0.28, 0.37, 0.36, 0.23]}

Entry x
{"formula": "C4H4N2O", "method": "wB97M-V/def2-TZVPD", "spin_multiplicity": 1, "charge": 0, "lumo_energy_ev": 0.558, "gap_ha": 0.3016, "smiles": "N=C=COC1=CN1", "species": ["N", "C", "C", "O", "C", "C", "N", "H", "H", "H", "H"], "coordinates": [[-2.9449, -0.5385, -0.3754], [-1.9163, 0.0473, -0.0798], [-0.8299, 0.6344, 0.3519], [0.2530, 0.9677, -0.4923], [1.3003, 0.3445, -0.2489], [2.4949, -0.1097, -0.3883], [1.6068, -0.6145, 0.7629], [-3.7067, 0.1150, -0.6597], [-0.8032, 0.8157, 1.4227], [3.4029, -0.1695, -0.8719], [1.1432, -1.4924, 0.5786]], "mulliken_charge": [-0.48, 0.61, -0.57, -0.30, 0.71, -0.63, -0.54, 0.29, 0.34, 0.37, 0.21]}

Entry y
{"formula": "C4H4N2O", "method": "wB97M-V/def2-TZVPD", "spin_multiplicity": 1, "charge": 0, "lumo_energy_ev": 0.238, "gap_ha": 0.3583, "smiles": "[H]/N=C/N=C=CC=O", "species": ["H", "N", "C", "N", "C", "C", "C", "O", "H", "H", "H"], "coordinates": [[2.3865, -2.3492, 0.0018], [1.5850, -1.7286, 0.0663], [2.0294, -0.5776, 0.3544], [1.1555, 0.4601, 0.6609], [0.0466, 0.6344, 0.2090], [-1.0985, 1.0938, -0.2529], [-2.3938, 0.3962, -0.2604], [-2.6290, -0.7146, 0.1697], [3.0605, -0.2875, 0.5197], [-0.9120, 2.0507, -0.6963], [-3.1642, 1.0106, -0.7552]], "mulliken_charge": [0.24, -0.52, 0.05, -0.33, 0.75, -0.67, 0.00, -0.49, 0.34, 0.33, 0.30]}

Entry z
{"formula": "C4H4N2O", "method": "wB97M-V/def2-TZVPD", "spin_multiplicity": 1, "charge": 0, "lumo_energy_ev": 0.375, "gap_ha": 0.3662, "smiles": "O=Cc1cnc[nH]1", "species": ["O", "C", "C", "C", "N", "C", "N", "H", "H", "H", "H"], "coordinates": [[-0.8900, 0.5513, 2.6030], [-0.0090, 0.1462, 1.8774], [-0.0340, -0.0487, 0.4223], [1.0898, -0.3989, -0.2884], [0.8846, -0.3457, -1.6315], [-0.3691, 0.0303, -1.7541], [-0.9820, 0.2204, -0.5608], [0.9988, -0.1014, 2.2837], [2.0458, -0.6778, 0.1358], [-0.8686, 0.1924, -2.7026], [-1.9556, 0.4735, -0.4665]], "mulliken_charge": [-0.51, -0.10, 0.45, -0.25, -0.59, -0.14, -0.07, 0.26, 0.37, 0.37, 0.21]}

Energetically preferred structure: entry z | next structure: +201.5 kJ/mol

Entry w
{"formula": "C4H4N2O", "method": "wB97M-V/def2-TZVPD", "spin_multiplicity": 1, "charge": 0, "lumo_energy_ev": [-0.300, 0.051], "gap_ha": [0.3025, 0.3150], "species": ["N", "C", "C", "O", "C", "C", "N", "H", "H", "H", "H"], "coordinates": [[-2.4886, -0.9922, -1.2400], [-1.6856, -0.1937, -0.8046], [-0.8934, 0.8397, -0.2941], [-0.3459, 0.6746, 0.9530], [1.0412, 0.3944, 0.9613], [1.3002, -0.8903, 0.2789], [1.3983, -1.8807, -0.3115], [-0.4064, 1.5253, -0.9827], [-0.8903, -0.9963, -1.0239], [1.6160, 1.1829, 0.4576], [1.3543, 0.3364, 2.0060]], "mulliken_charge": [-0.42, 0.30, -0.52, -0.31, -0.26, 0.39, -0.42, 0.36, 0.32, 0.29, 0.27]}

Entry x
{"formula": "C4H4N2O", "method": "wB97M-V/def2-TZVPD", "spin_multiplicity": 1, "charge": 0, "lumo_energy_ev": -0.264, "gap_ha": 0.3262, "smiles": "O/C=C1\\C=NC=N1", "species": ["O", "C", "C", "C", "N", "C", "N", "H", "H", "H", "H"], "coordinates": [[-2.3565, 0.4156, 0.0261], [-1.4080, -0.4755, -0.0571], [-0.0910, -0.1205, -0.1091], [0.6172, 1.1655, -0.0669], [1.8995, 0.9307, 0.0678], [2.0341, -0.4692, 0.0165], [0.8905, -1.1418, -0.0436], [-3.2659, 0.0148, 0.2978], [-1.5572, -1.6053, 0.0069], [0.2198, 2.2050, -0.2422], [3.0175, -0.9192, 0.1038]], "mulliken_charge": [-0.45, 0.03, 0.30, -0.12, -0.56, -0.10, -0.55, 0.37, 0.35, 0.34, 0.38]}

Entry y
{"formula": "C4H4N2O", "method": "wB97M-V/def2-TZVPD", "spin_multiplicity": 1, "charge": 0, "lumo_energy_ev": 0.409, "gap_ha": 0.3597, "smiles": "O=c1cc[nH]cn1", "species": ["O", "C", "C", "C", "N", "C", "N", "H", "H", "H", "H"], "coordinates": [[-1.7242, 1.8822, 0.9036], [-1.1157, 0.9984, 0.3385], [-0.7028, -0.2097, 1.0477], [0.4102, -0.8314, 0.6445], [0.8834, -0.6428, -0.6441], [0.2632, 0.3154, -1.4013], [-0.6357, 1.1293, -0.9829], [-1.0433, -0.3920, 2.0581], [1.0424, -1.0685, 1.4787], [1.5719, -1.2458, -1.0739], [0.6030, 0.3808, -2.4351]], "mulliken_charge": [-0.56, 0.47, -0.44, -0.14, -0.12, 0.04, -0.51, 0.37, 0.30, 0.23, 0.37]}

Energetically preferred structure: entry y | next structure: +77.8 kJ/mol